{
  "formula": "C25H26IN4O3STi",
  "method": "the ωB97M-V functional and the def2-TZVPD basis",
  "symbols": ["Ti", "C", "C", "N", "C", "C", "C", "O", "C", "C", "N", "C", "C", "C", "C", "C", "C", "I", "C", "O", "H", "H", "H", "H", "H", "H", "H", "H", "H", "H", "H", "H", "C", "C", "C", "N", "C", "S", "N", "C", "O", "C", "C", "C", "C", "C", "C", "H", "H", "H", "H", "H", "H", "H", "H", "H", "H", "H", "H", "H", "H"],
  "positions_angstrom": [[0.153, -0.309, 0.108], [0.092, -4.658, 0.578], [-0.081, -3.801, 1.795], [0.027, -4.340, 2.994], [-0.160, -3.589, 4.095], [-0.454, -2.249, 4.072], [-0.616, -1.473, 5.360], [-1.827, -0.727, 5.400], [-0.544, -1.641, 2.805], [-0.907, -0.238, 2.713], [-0.737, 0.480, 1.656], [-1.226, 1.834, 1.596], [-1.354, 2.610, 2.741], [-1.863, 3.895, 2.672], [-2.243, 4.436, 1.452], [-2.093, 3.692, 0.290], [-1.586, 2.408, 0.379], [-1.374, 1.359, -1.455], [-0.363, -2.435, 1.674], [-0.492, -1.882, 0.423], [0.486, -5.626, 0.876], [-0.865, -4.810, 0.076], [0.767, -4.200, -0.144], [-0.062, -4.106, 5.043], [-0.537, -2.157, 6.204], [0.190, -0.746, 5.465], [-2.554, -1.301, 5.665], [-1.411, 0.184, 3.577], [-1.033, 2.213, 3.697], [-1.962, 4.476, 3.580], [-2.652, 5.437, 1.396], [-2.377, 4.111, -0.667], [2.551, 4.084, -0.939], [2.874, 4.060, 0.554], [1.950, 3.149, 1.346], [1.956, 1.762, 0.802], [2.502, 0.631, 1.284], [2.481, -0.751, 0.226], [2.947, 0.485, 2.516], [3.426, 1.501, 3.506], [2.791, 1.607, 4.508], [4.659, 2.213, 3.137], [5.467, 1.810, 2.075], [6.618, 2.522, 1.782], [6.951, 3.638, 2.540], [6.148, 4.039, 3.604], [5.005, 3.323, 3.910], [3.035, 4.929, -1.425], [1.475, 4.184, -1.115], [2.911, 3.192, -1.462], [2.758, 5.061, 0.975], [3.911, 3.765, 0.719], [0.921, 3.501, 1.273], [2.204, 3.132, 2.399], [1.963, 1.776, -0.213], [3.165, -0.470, 2.776], [5.228, 0.928, 1.491], [7.260, 2.203, 0.972], [7.850, 4.194, 2.307], [6.419, 4.903, 4.196], [4.374, 3.608, 4.742]],
  "mulliken_charge": [0.413, -1.323, 0.782, -0.575, -0.942, 0.412, -0.812, -0.551, -0.225, -0.213, 0.458, 0.422, -0.406, -1.021, -0.624, -0.512, 0.268, 0.101, 0.734, -0.753, 0.380, 0.337, 0.337, 0.406, 0.464, 0.272, 0.320, 1.197, 0.472, 0.437, 0.440, 0.448, -1.334, -0.081, -0.539, 0.475, 0.088, -0.347, 0.207, -0.489, -0.474, 1.014, -0.090, -0.804, -0.409, -0.633, -0.538, 0.407, 0.253, 0.409, 0.437, -0.009, -0.042, 0.321, 0.430, 0.353, 0.450, 0.446, 0.438, 0.441, 0.477],
  "energy_ha": -2957.8966,
  "multiplicity": 2,
  "largest_force_ha_per_bohr": 0.051,
  "e_above_lowest_kcal_mol": 6.62,
  "s2": 0.7556,
  "total_charge": 2,
  "homo_lumo_gap_ev": [7.7, 7.7],
  "lumo_ev": [-6.852, -7.006]
}